DFT (ωB97M-V/def2-TZVPD) results for a molecular structure, C32H28ClN4OPPdS2.

Calculated total energy   -3254.80561 hartree
Expectation value of S²   6.05

```
! wB97M-V def2-TZVPD RIJCOSX def2/J DEFGRID3
* xyz 4 5
C 2.03 0.75 3.95
Cl 2.03 -4.86 2.63
C 1.05 -4.21 1.39
C -3.87 -2.37 1.41
H -4.67 0.24 -5.01
H 0.11 4.03 -1.15
C -5.38 -1.71 -1.70
H 1.38 -2.19 2.02
N 2.34 0.04 0.30
C -4.41 -3.13 2.43
H -5.29 5.24 0.48
C -4.47 -0.71 -1.68
H -2.17 0.31 4.38
N 0.13 -2.26 0.37
C -5.88 -1.32 3.03
C -0.29 0.34 3.37
S 4.90 0.20 0.23
P -3.65 -0.12 -0.14
H -0.87 -5.01 -1.27
S 0.60 0.70 4.83
H 2.21 -0.62 -2.24
H -6.79 -2.85 -2.94
C -4.90 -0.32 -4.12
C -4.34 -1.07 1.19
C 2.76 0.38 1.57
C -5.80 -1.34 -4.13
C -0.36 -4.41 -0.52
Pd 0.03 -0.09 0.15
H -2.26 0.70 2.66
H -2.31 2.21 0.91
C 0.02 1.98 -0.50
H -3.09 -2.78 0.78
H -6.33 -1.62 -5.03
H 0.54 -6.09 0.49
C -5.42 1.99 -0.45
C -6.06 -2.05 -2.93
H -6.81 3.61 -0.59
C 0.42 -5.02 0.45
H -5.83 -3.21 4.04
H -6.11 1.28 -0.90
C -4.97 4.22 0.34
C -5.41 -2.61 3.24
C 3.34 -0.11 -0.52
C -4.22 -0.01 -2.90
O -2.15 -0.34 -0.26
C 0.88 -2.83 1.31
H 3.79 -1.42 -2.12
C 1.80 0.51 2.60
H -5.72 0.46 1.85
C -4.15 1.59 -0.03
H -1.11 -2.53 -1.26
H -3.50 0.81 -2.90
N 0.07 3.07 -0.85
C -1.75 0.09 3.40
C -3.71 3.82 0.76
H -6.66 -0.91 3.66
H -5.63 -2.27 -0.80
H 4.72 0.76 2.57
H 3.72 0.27 -2.57
N 0.46 0.29 2.30
C -5.35 -0.54 2.01
C 4.15 0.51 1.69
H -1.95 -0.96 3.16
H -4.06 -4.14 2.60
C -3.30 2.51 0.58
C -5.82 3.30 -0.27
H -3.06 4.54 1.24
C 3.25 -0.49 -1.94
C -0.49 -3.04 -0.53
H 2.98 0.96 4.43
*
```